Record 1
The following is a quantum chemistry calculation of an isolated ion of composition C9H7N2O3S and charge +1 in a non-equilibrium geometry, from the OMol25 dataset.

```
22
Properties=species:S:1:pos:R:3:forces:R:3:mulliken_charge:R:1
O 1.55843 1.93521 1.72948 -0.8 0.0 -0.6 -0.51
S 0.31397 1.71279 1.07160 -1.7 -0.5 0.1 1.08
O -0.89020 2.47993 1.22120 1.6 0.0 -0.1 -0.52
C 0.40315 1.10677 -0.64601 -0.1 -0.4 0.6 0.29
C 0.86065 1.83832 -1.71071 -0.8 -1.0 1.0 -0.47
C 0.72322 1.31533 -2.97278 0.6 2.1 -1.9 -0.32
C 0.23637 0.02856 -3.15080 1.6 1.0 -2.2 -0.63
C -0.01401 -0.76306 -2.08312 -0.6 1.5 1.5 -0.70
C -0.06798 -0.18144 -0.81685 0.5 0.2 -0.4 0.35
C -0.43257 -0.77984 0.42016 0.1 0.3 2.4 0.26
N -0.75271 -2.02805 0.81397 1.0 2.0 -0.3 -0.04
C -0.77967 -2.06910 2.17522 0.2 2.6 -0.1 -0.63
C -0.54842 -0.78689 2.63098 0.4 -0.3 0.2 0.49
O -0.60315 -0.18222 3.77389 -0.3 1.7 1.0 -0.49
N -0.29778 0.06695 1.57106 -0.5 -4.1 -3.6 -0.03
H 1.25033 2.71975 -1.36053 1.2 2.6 -0.5 0.56
H 1.02481 1.96923 -3.89686 -0.6 -1.5 1.9 0.31
H 0.32586 -0.25400 -4.20887 -0.6 -0.7 0.7 0.36
H -0.24650 -1.75291 -2.12996 -0.7 -2.6 -0.6 0.54
H -0.76375 -2.90014 0.31130 -0.1 0.3 -0.7 0.25
H -0.89648 -2.98773 2.60135 -0.5 -1.8 1.6 0.49
H -0.40355 -0.48747 4.65626 0.2 -1.1 -0.1 0.39
```
Positions in Å, forces in eV/Å.

Results
HOMO energy: -12.66 eV
SMILES: O=S1(=O)c2ccccc2-c2[nH+]cc(O)n21
Lowest unoccupied orbital energy: -4.54 eV
Net charge: +1
2S+1: 1

***

Record 2
The following is a quantum chemistry calculation of C24H24AsI3N3O4PdSe as an isolated structure in a non-equilibrium geometry, from the OMol25 dataset.

```
61
Properties=species:S:1:pos:R:3:forces:R:3:mulliken_charge:R:1
Pd 0.06156 0.37837 -1.03307 1.4 1.1 2.2 0.58
I 5.39682 1.42857 4.48391 0.2 0.0 0.2 0.12
C 4.00994 1.46831 2.95168 -0.1 0.1 -0.1 -0.58
C 3.79392 2.64052 2.23866 -0.1 0.0 0.0 -0.11
C 2.85138 2.65607 1.22727 0.0 -0.1 0.0 -0.42
I 2.53484 4.39233 0.13712 0.0 0.2 -0.1 0.04
C 2.07272 1.52508 0.92595 0.2 -0.4 -0.2 0.31
O 1.15865 1.68195 -0.03393 -0.5 0.8 -0.2 -0.20
C 2.31315 0.34900 1.64249 0.0 0.1 0.2 1.17
C 1.44879 -0.86120 1.47852 0.1 0.0 0.1 -1.57
N 1.11527 -1.18673 0.09309 -0.7 -0.1 0.1 0.19
C 2.19662 -1.67352 -0.75414 0.2 -0.3 -0.2 -1.18
C 2.78996 -0.55502 -1.53810 -0.2 0.1 -0.1 1.00
C 4.13316 -0.47103 -1.85408 0.0 0.0 -0.1 -1.15
C 4.57953 0.57571 -2.63939 0.0 0.0 0.0 -0.36
C 3.67241 1.52848 -3.07890 0.1 -0.1 0.0 -0.94
C 2.34737 1.38843 -2.73411 0.0 -0.1 0.0 -0.26
N 1.91676 0.36133 -1.99033 -0.5 0.0 -0.7 0.50
C 3.28558 0.33703 2.64239 -0.1 -0.1 -0.1 -0.75
H 4.35807 3.53388 2.46869 0.0 0.0 0.0 0.46
H 0.50084 -0.69396 1.98502 -0.1 -0.1 0.0 0.29
H 1.93816 -1.71474 1.95750 0.0 -0.1 -0.1 0.45
H 0.35968 -1.86661 0.08365 0.1 -0.1 -0.1 0.40
H 1.75665 -2.36801 -1.47174 0.0 0.0 0.1 0.46
H 2.95939 -2.20580 -0.18285 0.0 0.1 0.1 0.47
H 4.81109 -1.23389 -1.49750 0.0 0.0 0.1 0.51
H 5.62452 0.64802 -2.90917 0.0 0.0 0.0 0.44
H 3.98230 2.37287 -3.67666 0.0 0.0 0.0 0.49
H 1.61626 2.11661 -3.04792 0.0 0.0 0.0 0.38
H 3.45481 -0.57469 3.20344 0.0 0.0 0.0 0.46
Se -0.80709 2.17204 -2.42595 -0.3 0.1 0.3 0.27
C -2.42406 2.45643 -1.59586 0.2 -0.2 -0.2 0.24
N -3.42407 2.65389 -1.05685 0.1 0.1 0.0 -0.52
I -6.04149 -6.13856 -1.40998 -0.1 -0.1 0.0 0.13
C -4.61483 -4.64210 -1.56614 0.1 0.1 0.0 0.00
C -3.33634 -4.95766 -2.01081 0.0 0.1 0.0 -0.55
C -2.37714 -3.96140 -2.08672 0.0 0.0 0.0 -0.41
C -2.69746 -2.65681 -1.73002 -0.2 0.3 0.0 0.31
C -3.98332 -2.34775 -1.30133 0.0 0.0 0.0 -0.42
C -4.94633 -3.34019 -1.21282 0.0 0.0 0.0 -0.62
C -1.64971 -1.59879 -1.76856 0.0 -0.2 -0.3 0.90
O -0.45145 -1.94024 -1.80173 0.2 -0.5 -0.2 -0.79
O -1.96781 -0.36770 -1.72544 0.4 -0.4 0.2 -0.62
H -3.09100 -5.97277 -2.28996 0.0 0.0 0.0 0.38
H -1.37526 -4.18785 -2.42466 0.0 0.0 0.0 0.45
H -4.21901 -1.32607 -1.03358 0.0 0.0 0.0 0.51
H -5.94477 -3.10449 -0.87204 0.0 0.0 0.0 0.39
C -3.75370 1.12661 1.63863 -0.2 -0.2 -0.3 -1.14
As -1.89383 1.52355 1.64060 0.0 0.2 0.4 0.55
C -1.48068 3.37336 1.40231 0.0 0.1 -0.2 -1.12
C -1.34794 1.18320 3.43866 0.2 -0.2 0.1 -1.30
O -0.99453 0.42264 0.72384 -0.5 -0.3 -0.5 -0.27
H -4.25825 1.80674 2.32362 0.0 0.0 0.0 0.43
H -3.85611 0.10028 1.98806 0.0 0.0 0.0 0.38
H -4.16158 1.23132 0.63681 0.0 0.0 0.1 0.32
H -2.39638 3.95055 1.51971 0.0 0.0 0.0 0.42
H -1.06197 3.55616 0.41689 0.1 0.0 0.0 0.28
H -0.76275 3.64884 2.17208 0.1 0.0 0.0 0.44
H -1.91542 1.81470 4.12121 0.0 0.0 0.0 0.43
H -0.28553 1.40901 3.53188 0.0 0.0 0.0 0.37
H -1.52038 0.13572 3.68062 0.0 0.0 0.0 0.38
```
Positions in Å, forces in eV/Å.

Results
HOMO energy (alpha / beta): -10.75 / -10.75 eV
Lowest unoccupied orbital energy (alpha / beta): -5.24 / -5.24 eV
Net charge: +1
2S+1: 1
Relative energy (zero: lowest compared OMol25 entry of this formula, charge and spin): 0.841 eV

***

Record 3
The following is a quantum chemistry calculation of a 6-piece molecular cluster, C42H34F40O8 overall in a non-equilibrium geometry, from the OMol25 dataset.

```
124
Properties=species:S:1:pos:R:3:forces:R:3:mulliken_charge:R:1
C 2.04500 -3.29933 -4.15510 -0.3 -0.7 -0.4 -0.52
C 3.29035 -2.25189 -3.95034 0.9 -1.3 0.5 -0.34
O 2.96039 -1.02682 -3.20569 0.0 0.0 -2.6 -0.30
C 2.35760 0.00373 -4.10891 -1.2 -0.5 0.8 -0.65
C 0.75119 0.06542 -3.66368 -2.7 0.2 0.2 0.65
C 0.30013 0.53184 -2.14045 -3.2 -1.2 -2.9 -0.29
C -1.33048 0.54621 -1.77178 0.9 -1.2 -3.8 -0.69
C -2.42780 0.07804 -2.89940 3.0 -0.3 -0.9 0.51
C -1.91330 -0.40553 -4.40916 1.7 0.6 1.4 0.46
C -0.32974 -0.41072 -4.83453 -1.4 1.5 4.6 -1.00
C -3.08094 -0.91614 -5.49129 0.4 0.7 -4.1 0.30
O -3.02512 -0.63020 -6.80171 -0.3 -2.0 8.2 -0.59
C -4.28406 -1.85003 -4.80017 -2.0 -1.4 1.5 0.31
C -4.92664 -3.19381 -5.49540 -1.3 1.6 4.1 -0.47
C -6.11270 -4.00902 -4.64234 1.3 3.0 1.6 -0.31
C -6.66940 -3.48497 -3.18484 3.1 2.3 -1.6 -0.34
C -6.01113 -2.12580 -2.49792 1.8 -0.9 -3.9 -0.43
C -4.81478 -1.33967 -3.29854 -1.3 -2.2 -1.1 0.31
C -4.07811 0.00680 -2.63781 -1.6 2.9 2.1 0.16
O -4.73494 0.95974 -1.95680 4.0 -6.0 -4.0 -0.59
H 2.24783 -3.92698 -5.13308 -0.4 1.2 1.9 0.26
H 1.93197 -4.09408 -3.27571 0.5 1.9 -1.7 0.24
H 0.99256 -2.80296 -4.27872 2.2 -0.7 0.2 0.07
H 4.10096 -2.82924 -3.29086 -1.7 1.4 -1.3 0.23
H 3.85921 -2.00187 -4.96904 -1.5 -0.4 2.0 0.29
H 2.91309 1.02597 -3.97306 -1.2 -2.0 0.0 0.30
H 2.46752 -0.33244 -5.22898 -0.4 0.7 2.2 0.31
H 1.08383 0.84110 -1.29451 -2.0 -0.9 -2.4 0.32
H -1.71817 0.85062 -0.70445 0.9 -0.7 -2.5 0.41
H 0.09525 -0.74158 -5.88593 -1.3 0.8 2.4 0.27
H -4.54730 -3.59573 -6.54108 -0.9 1.1 2.5 0.33
H -6.55930 -4.99485 -5.11040 1.0 2.3 1.1 0.29
H -7.51657 -4.02213 -2.54719 2.1 1.1 -1.8 0.28
H -6.34031 -1.68468 -1.45384 0.7 -1.1 -2.5 0.32
F 1.07794 -0.58190 4.13004 0.2 0.0 0.4 -0.18
C 2.04587 -0.31581 5.03900 -0.3 -0.8 0.7 0.55
F 1.46851 -0.46227 6.26181 0.2 0.3 0.0 -0.32
C 2.61494 1.08908 4.87972 -0.2 0.9 0.0 0.80
F 1.66398 2.03656 5.09751 0.1 -0.4 -0.1 -0.29
F 3.55833 1.28099 5.85523 -0.1 -0.5 -0.3 -0.32
C 3.29678 1.35832 3.52995 1.0 0.5 -0.2 -0.70
O 2.50502 2.04312 2.55644 -1.4 -1.4 -0.4 -0.41
C 1.65927 1.21380 1.76122 2.2 0.1 0.6 0.79
F 1.95484 -0.08666 1.99807 -0.5 0.5 -0.7 -0.26
F 2.02124 1.44986 0.47070 -0.5 0.1 0.4 -0.38
C 0.17170 1.53217 1.94860 -0.9 0.3 0.5 0.19
F -0.21897 1.34832 3.23611 0.4 0.2 -0.6 -0.21
F -0.60476 0.71443 1.18898 0.6 0.0 0.0 -0.25
H 2.82736 -1.07512 4.94954 0.0 0.4 0.0 -0.13
H 4.12771 2.04541 3.73375 -0.4 0.0 0.1 0.41
H 3.77875 0.46487 3.11530 -0.4 0.1 0.2 0.34
H -0.04673 2.56814 1.67458 0.2 0.0 -0.1 0.28
F -5.05421 5.37211 -6.16209 0.5 -0.2 0.0 -0.26
C -3.94233 4.74926 -5.70416 0.5 0.9 -0.1 0.14
F -2.90237 5.25416 -6.42084 0.0 -0.3 0.1 -0.33
C -4.02133 3.23600 -5.86757 -0.2 -0.8 -0.6 0.94
F -4.10248 2.88267 -7.17831 0.0 0.4 0.3 -0.33
F -2.84774 2.69516 -5.41080 -0.3 0.5 0.2 -0.29
C -5.16330 2.56335 -5.09121 0.0 -0.9 0.6 -0.16
O -6.34041 2.26580 -5.84582 -0.6 1.9 -0.4 -0.43
C -7.28276 3.33123 -5.95666 0.9 -1.2 1.7 0.78
F -6.91273 4.34457 -5.13759 -0.8 -0.2 -0.5 -0.28
F -8.44777 2.84594 -5.44732 0.2 0.3 -0.7 -0.30
C -7.49890 3.78250 -7.40545 0.1 0.3 -0.9 0.19
F -6.34678 4.23572 -7.96341 -0.4 -0.4 0.3 -0.20
F -8.38971 4.80747 -7.47258 0.1 -0.3 0.4 -0.26
H -3.79021 5.03005 -4.65856 0.0 -0.2 0.0 0.19
H -4.78849 1.58098 -4.77729 0.0 0.2 -0.3 -0.17
H -5.39501 3.07853 -4.15133 0.1 0.1 -0.3 0.41
H -7.87169 2.96012 -8.02249 0.0 -0.1 0.2 0.24
F 6.57689 -3.56954 3.75738 -0.4 0.6 0.0 -0.24
C 5.53307 -2.74266 3.51115 0.8 0.6 0.1 0.05
F 5.69862 -1.66881 4.32939 -0.4 0.0 0.0 -0.26
C 4.19100 -3.41530 3.77440 -0.4 -0.9 0.6 1.10
F 4.05854 -3.76177 5.08279 0.3 0.3 -0.3 -0.30
F 3.19976 -2.50036 3.53200 0.5 -0.1 -0.5 -0.29
C 3.90179 -4.64115 2.89523 -0.9 -0.5 -0.5 -0.94
O 4.16016 -5.91335 3.49382 1.9 0.3 0.2 -0.42
C 5.50489 -6.37821 3.38864 -1.5 0.3 -1.5 0.66
F 6.19758 -5.56344 2.55739 0.2 -0.8 0.4 -0.28
F 5.42963 -7.58064 2.75565 0.3 0.4 0.7 -0.29
C 6.17980 -6.55264 4.75371 0.4 -0.2 0.8 0.44
F 6.23638 -5.37942 5.43523 -0.2 -0.3 -0.2 -0.21
F 7.46269 -6.98131 4.61580 -0.4 0.1 -0.4 -0.28
H 5.60520 -2.38655 2.48000 -0.1 -0.1 -0.1 0.34
H 2.81980 -4.64358 2.71259 0.2 0.0 0.3 0.46
H 4.34560 -4.55760 1.89596 0.1 0.1 0.4 0.36
H 5.63874 -7.27539 5.37090 -0.1 0.0 -0.2 0.13
F 7.46287 -6.57207 11.03286 0.0 0.5 0.2 -0.21
C 7.42222 -5.22175 10.93849 0.7 0.0 0.9 0.11
F 7.56918 -4.74840 12.20514 -0.2 0.2 -0.3 -0.28
C 6.11608 -4.72611 10.32920 -1.1 0.0 0.0 0.80
F 5.05049 -5.05205 11.10878 0.5 0.0 -0.1 -0.28
F 6.14970 -3.35621 10.30290 0.5 -0.4 -0.1 -0.33
C 5.85494 -5.20119 8.89205 -0.4 0.6 -0.9 -0.62
O 4.98202 -6.32495 8.75519 1.1 -1.4 0.8 -0.38
C 5.60511 -7.60286 8.87416 0.3 1.8 -1.2 0.77
F 6.95009 -7.44527 8.90353 -0.6 -0.8 -0.2 -0.28
F 5.33096 -8.25509 7.71156 -0.1 -0.2 0.6 -0.29
C 5.07241 -8.41339 10.06100 -0.3 -0.4 0.9 0.18
F 5.29043 -7.77408 11.23908 -0.2 -0.1 -0.6 -0.22
F 5.69770 -9.61716 10.15347 0.0 0.4 -0.4 -0.26
H 8.28572 -4.88598 10.35805 -0.1 0.0 -0.1 0.29
H 5.32441 -4.38426 8.38685 0.0 -0.2 0.3 0.46
H 6.77866 -5.32348 8.31391 -0.1 -0.1 0.4 0.29
H 3.99714 -8.58923 9.96671 0.1 0.1 -0.2 0.25
F -2.90195 9.50798 -3.71938 0.1 -0.6 0.1 -0.22
C -3.08617 8.25367 -3.24329 1.1 0.0 -0.2 0.03
F -2.17444 7.46918 -3.87841 -0.4 -0.2 0.1 -0.25
C -4.50017 7.74387 -3.49549 -0.8 0.2 -0.9 1.15
F -4.76395 7.65244 -4.82648 0.4 0.2 0.5 -0.22
F -4.58523 6.46390 -3.01291 0.3 0.3 0.3 -0.34
C -5.60963 8.55983 -2.81532 -1.0 -0.3 0.5 -0.91
O -6.27797 9.51525 -3.64239 1.6 1.1 -0.3 -0.40
C -5.64575 10.79055 -3.73908 -0.9 -1.1 1.6 0.74
F -4.62863 10.85593 -2.84696 -0.5 0.6 -0.5 -0.27
F -6.57223 11.69310 -3.31573 0.4 -0.2 -0.6 -0.30
C -5.20902 11.12829 -5.16895 0.4 0.1 -1.0 0.20
F -4.31357 10.22423 -5.64322 -0.5 0.2 0.3 -0.21
F -4.59763 12.34155 -5.22180 -0.3 -0.2 0.4 -0.27
H -2.84352 8.24548 -2.17730 -0.2 0.0 0.0 0.27
H -6.39536 7.84534 -2.53931 0.2 0.1 -0.3 0.47
H -5.28922 8.99331 -1.86038 0.2 0.0 -0.4 0.34
H -6.06540 11.14332 -5.84896 -0.1 0.0 0.2 0.25
```
Positions in Å, forces in eV/Å.

Results
HOMO energy: -8.87 eV
SMILES: CCOCc1ccc2c(c1)C(=O)c1ccccc1C2=O.FC(F)C(F)(F)COC(F)(F)C(F)F.FC(F)C(F)(F)COC(F)(F)C(F)F.FC(F)C(F)(F)COC(F)(F)C(F)F.FC(F)C(F)(F)COC(F)(F)C(F)F.FC(F)C(F)(F)COC(F)(F)C(F)F
Lowest unoccupied orbital energy: -1.67 eV
2S+1: 1

***

Record 4
The following is a quantum chemistry calculation of C10H24BaBr3NO6P as an isolated structure in a non-equilibrium geometry, from the OMol25 dataset.

```
46
Properties=species:S:1:pos:R:3:forces:R:3:mulliken_charge:R:1
Ba 2.85079 -4.26215 1.89409 -1.9 -1.4 0.6 1.82
O 0.81064 -5.68682 2.00484 2.6 1.0 0.1 -0.89
H -0.11599 -5.82187 2.04880 -1.2 0.0 -0.2 0.11
C 3.07393 -7.85081 2.96354 -0.1 -0.7 -0.3 0.39
O 3.69402 -6.80794 3.16200 0.1 1.3 -0.3 -0.72
N 3.33809 -9.00117 3.57600 -0.2 0.1 0.4 0.08
C 2.49769 -10.15880 3.38196 -0.4 -0.3 0.1 -0.74
C 4.23192 -9.04096 4.71443 0.4 0.0 0.0 -0.92
H 2.26535 -7.93500 2.22826 -0.1 0.2 0.0 0.20
H 1.97504 -10.40256 4.30983 0.0 0.0 0.0 0.27
H 3.07717 -11.03156 3.08489 0.1 0.0 -0.1 0.30
H 1.73850 -9.95171 2.63196 0.0 0.0 -0.1 0.23
H 3.67815 -9.25211 5.63089 -0.1 0.0 0.0 0.32
H 4.99259 -9.81140 4.58700 -0.1 -0.1 -0.1 0.31
H 4.72691 -8.07931 4.80082 0.0 0.0 0.0 0.29
C -1.26433 -7.93988 3.64568 -0.4 -0.2 0.0 0.34
Br -2.79916 -6.81905 4.00632 0.1 -0.3 -0.2 -0.05
Br -1.55663 -9.04856 2.09491 0.1 0.1 0.1 -0.01
Br -0.84027 -9.00592 5.20029 0.1 0.1 -0.1 -0.02
H -0.43310 -7.29216 3.41307 0.2 0.0 0.1 -0.30
C 3.49317 1.02496 5.33108 -1.5 0.8 0.0 -1.21
C 2.85249 -0.31792 5.03212 1.7 -0.1 0.4 -0.09
O 1.67363 -0.13899 4.27354 -0.3 0.2 -0.1 -0.19
P 0.77781 -1.30653 3.74302 -0.6 0.3 0.3 0.53
O 1.44421 -2.19972 2.77419 0.6 -0.6 -0.4 -0.51
O 0.27440 -2.02755 5.03913 0.2 -0.7 0.2 -0.28
C -0.13152 -3.43761 5.10225 -0.5 -0.2 -0.8 0.02
C -1.63825 -3.56449 4.89134 0.4 0.4 0.9 -1.02
O -0.44056 -0.54869 3.12122 0.2 -0.1 0.2 -0.27
C -1.20302 0.36540 3.96466 0.0 0.3 0.5 -0.02
C -2.38687 0.82682 3.17454 -0.4 -0.3 -0.8 -1.28
H 4.05545 0.97910 6.25642 0.5 0.0 -0.2 0.36
H 4.00930 1.45046 4.47434 0.5 -0.3 0.1 0.31
H 2.70303 1.77059 5.52053 0.0 -0.3 0.1 0.31
H 3.61042 -0.89475 4.47979 -0.5 -0.2 -0.2 0.19
H 2.68236 -0.86336 5.96140 -0.5 0.0 0.0 0.32
H 0.31529 -4.01318 4.27991 0.4 0.3 0.2 0.00
H 0.23737 -3.84020 6.03880 -0.1 0.3 0.2 0.36
H -1.99449 -4.53405 5.23603 0.2 -0.1 -0.4 0.27
H -2.18387 -2.85381 5.51481 0.1 0.2 -0.2 0.30
H -1.83969 -3.39401 3.83874 -0.4 -0.1 -0.1 0.34
H -1.53115 -0.14478 4.87289 0.1 -0.3 -0.1 0.28
H -0.55714 1.17428 4.31248 0.1 0.0 -0.4 0.28
H -2.13449 1.07874 2.14186 0.3 0.1 0.1 0.32
H -3.09018 -0.00622 3.09675 -0.2 0.2 0.1 0.30
H -2.87628 1.70164 3.59159 0.0 -0.1 0.3 0.39
```
Positions in Å, forces in eV/Å.

Results
HOMO energy: -11.99 eV
Lowest unoccupied orbital energy: -3.36 eV
Net charge: +1
2S+1: 1
Relative energy (zero: lowest compared OMol25 entry of this formula, charge and spin): 0.000 eV

***

Record 5
The following is a quantum chemistry calculation of a 2-piece molecular cluster, CH6N2O4P2 overall in a non-equilibrium geometry, from the OMol25 dataset.

```
15
Properties=species:S:1:pos:R:3:forces:R:3:mulliken_charge:R:1
C 0.14504 0.89702 -0.03322 1.1 -0.7 -2.4 -0.95
N -2.28124 -0.33184 -0.32832 -0.5 1.8 0.2 -0.74
N 2.73156 -1.47212 0.54748 1.9 1.0 0.7 -0.60
O -0.59948 -0.80054 1.72270 -0.2 -0.2 1.0 -0.77
O 4.06505 -0.25242 -1.32865 0.8 -0.6 -4.0 -0.55
O -0.20333 -1.85002 -0.64465 0.2 1.3 0.5 -0.80
O 4.42840 0.51145 1.01031 -1.2 -0.1 0.2 -0.63
P -0.55231 -0.66779 0.24838 -2.3 -1.7 -1.9 0.88
P 3.46553 -0.04441 -0.03346 0.2 0.3 3.2 0.30
H 0.31915 1.38188 0.84190 0.5 1.7 2.3 0.43
H 0.62359 1.28238 -0.91971 -0.2 0.0 -0.3 0.39
H -2.72198 0.59323 0.12739 1.4 -2.6 -1.7 0.23
H -2.35533 -0.34370 -1.39750 0.2 0.4 2.2 0.20
H 2.15345 -2.04568 -0.01050 -1.0 -0.1 -0.8 0.34
H 2.32219 -1.17113 1.40653 -0.8 -0.5 0.6 0.29
```
Positions in Å, forces in eV/Å.

Results
HOMO energy (alpha / beta): -1.12 / 0.88 eV
Lowest unoccupied orbital energy (alpha / beta): 6.66 / 6.40 eV
Net charge: -2
2S+1: 1
Relative energy (zero: lowest compared OMol25 entry of this formula, charge and spin): 2.460 eV

***

no.,calculated total energy (a.u.)
1,-1080.2604
2,-7052.0601
3,-6216.6433
4,-8990.4867
5,-1134.9504